No. 1
Molecular formula: C46H55AsNO2RuSbSe4
Method: DFT, ωB97M-V/def2-TZVPD

## Properties
E_HOMO (spin up / spin down) = -9.9 / -10.6 eV
Kohn-Sham gap (spin up / spin down) = 6.7 / 5.1 eV
multiplicity = 6
<S²> = 8.793
total energy = -14167.5571 hartree
charge = +1

Geometry (Å):
C (-1.4923, -1.9628, 2.7809)
C (3.4053, 2.2589, 3.9696)
C (2.9643, 1.2544, 1.8283)
H (-2.1202, -4.7616, 4.7353)
H (0.8723, 2.4184, -5.6597)
H (-2.0679, 1.9679, 6.3594)
C (-0.7746, 0.6908, 2.2091)
H (-3.4861, -4.7638, 2.6867)
H (-2.9449, -3.8396, -1.3599)
C (5.0398, 4.4735, -0.8490)
N (-0.9045, 0.2931, -0.0936)
Se (-1.9329, 7.1863, -0.9092)
H (-4.8225, -2.1093, -1.4329)
H (0.4097, 0.4730, -6.8508)
H (3.5761, -0.7991, 1.6168)
H (-1.0041, -5.3675, 2.6854)
Se (0.7942, 4.4365, 0.0482)
C (-1.8942, -3.7057, 4.5848)
H (-0.7154, -0.7690, -6.3236)
H (-2.5209, 0.3512, 5.8107)
C (4.1140, 3.6884, -2.9256)
C (-2.5391, -1.5405, -2.8595)
C (-3.2177, -3.7269, 2.4767)
H (-3.7164, -4.7697, -2.6422)
H (4.3689, 0.9994, 5.4142)
H (1.2193, 0.5061, 5.2662)
C (-0.3080, 2.6386, 4.4790)
C (-1.0756, 0.2415, -3.7416)
C (-1.3424, -0.1647, -1.2979)
H (0.8497, -0.6039, -5.5197)
H (-1.4757, -2.2977, 0.6631)
H (-2.7099, -1.7167, -0.7338)
C (-0.7814, 1.2188, 4.7901)
H (3.3529, 3.1153, 4.6295)
H (-2.8898, 1.7648, 4.8097)
H (5.6968, 5.1407, -0.3068)
H (-4.4451, -3.7685, -4.7204)
H (3.8904, -3.5826, -2.4241)
C (-1.7428, 1.7044, -5.6357)
H (4.4512, -0.9611, 3.9099)
C (4.0182, -0.0306, 3.5666)
Ru (-0.0730, 2.1691, -0.1265)
H (-0.0529, -0.4014, 6.0974)
H (-0.7524, -4.2304, 1.3633)
C (4.9523, 4.5524, -2.2306)
C (1.8736, -1.2887, -0.9658)
H (-2.0421, -4.2316, -2.8304)
H (4.3713, 3.4747, 0.9249)
C (-1.9338, -0.8234, -3.9126)
C (-3.0233, -3.9505, -2.4431)
C (-2.2275, -1.2043, -1.5511)
C (4.4996, -1.6218, -1.8033)
H (-0.2027, 3.1777, 5.4228)
C (3.4483, 2.6751, -0.8481)
H (-3.2214, -3.5947, 1.3932)
C (-3.5338, -2.6661, -3.1162)
C (-0.9474, 0.3061, 3.5732)
H (2.7038, 2.0823, -2.7745)
H (-2.1835, -1.1112, -4.9219)
H (0.2159, -4.0962, 2.8367)
C (0.5458, 1.9994, -4.7067)
C (-4.8910, -2.2743, -2.5091)
As (2.2832, 1.4125, 0.0314)
C (-1.0606, -0.2568, 1.1475)
C (-0.5567, 0.9738, -4.9838)
C (-0.8028, 0.6145, -2.3966)
C (-3.7335, -2.9506, -4.6056)
H (-2.8029, -3.2525, -5.0903)
H (-3.9883, -3.0812, 2.9012)
C (3.3614, 2.7537, -2.2355)
H (1.4098, 1.5277, -4.2364)
H (4.0446, 3.7448, -4.0042)
C (-1.3095, -1.0076, 3.7933)
H (5.5394, 5.2852, -2.7682)
H (0.8548, -1.1722, -0.6269)
H (-1.4452, -1.3248, 4.8157)
C (-1.3662, -1.5684, 1.4506)
O (-0.0825, 1.6470, -2.0781)
H (0.2094, 2.8178, -4.0724)
H (-1.0216, 3.1829, 3.8647)
H (-4.1413, -2.0864, -5.1334)
H (2.4204, 3.2713, 2.3581)
H (-1.4061, 2.2296, -6.5312)
C (2.7879, -0.2535, -0.8075)
C (2.2702, -2.4849, -1.5480)
H (4.8250, 0.3767, -1.1064)
H (-2.1706, 2.4394, -4.9506)
C (3.9709, 1.0696, 4.4102)
C (3.5811, -2.6508, -1.9686)
C (4.2858, 3.5368, -0.1528)
H (-5.2744, -1.3616, -2.9688)
C (0.2434, 0.5886, 5.7502)
C (-0.7785, -4.3262, 2.4499)
C (3.5196, 0.0591, 2.2740)
H (5.5242, -1.7506, -2.1265)
C (2.8899, 2.3489, 2.6852)
H (-5.6153, -3.0725, -2.6804)
Sb (-1.5000, 5.2778, 0.6315)
C (4.1064, -0.4248, -1.2252)
H (-0.9395, -3.4989, 5.0724)
H (0.3525, 1.2264, 6.6290)
H (-2.6758, -3.1291, 5.0834)
C (0.0254, -0.0507, -5.9743)
H (0.6574, 2.6401, 3.9794)
H (-2.5324, 1.0103, -5.9263)
H (1.5522, -3.2859, -1.6710)
Se (-2.3330, 3.1342, -0.5299)
C (-1.8398, -3.4134, 3.0852)
C (-2.1518, 1.3242, 5.4823)
Se (-2.4596, 5.5286, 2.7539)
O (-0.3513, 1.8595, 1.8442)

No. 2
Molecular formula: C46H55F10N6OS3
Method: DFT, ωB97M-V/def2-TZVPD

## Properties
E_HOMO = -10.5 eV
Kohn-Sham gap = 8.2 eV
multiplicity = 1
total energy = -4382.5719 hartree
charge = +1

Geometry (Å):
H (0.3789, -5.8967, 8.5645)
C (-5.1198, -6.2010, -2.6151)
H (1.4890, -6.8746, 5.6527)
C (-2.9772, 5.5138, -1.5903)
H (5.4319, 3.1183, -1.2125)
H (3.7086, -9.9402, 3.6362)
C (1.6839, -10.4254, 4.1524)
H (-3.3992, 6.3146, -5.1191)
F (3.3829, 5.0804, -0.9142)
H (7.4141, 6.0309, -3.6623)
C (2.1441, -0.0666, 1.7152)
H (4.6211, 0.2336, -0.2047)
H (-2.2840, 6.2648, -1.2268)
C (0.6950, -2.3581, 2.5155)
H (-4.4170, 3.2587, -1.1324)
C (6.3961, 4.6826, -2.3210)
H (0.2871, -1.2467, 0.3939)
H (0.0479, -1.6400, 8.8688)
C (-0.0640, -2.5504, 8.2958)
H (-0.3623, -10.6222, 4.8089)
F (-3.0413, -5.1176, 0.1353)
H (-0.4988, -5.7897, 6.2420)
N (-0.8519, 1.5374, -3.4623)
H (-3.7807, 5.7840, 0.4167)
S (1.0947, -0.6427, 2.9987)
C (0.1186, -4.9424, 8.1266)
C (-1.5700, -1.6880, -0.4943)
C (3.6999, 0.2920, 0.3376)
H (-0.8252, 3.5872, 0.9972)
H (-1.4361, -2.3261, 2.5970)
H (-6.1154, -6.5853, -2.7907)
N (1.7268, 0.8743, 0.9405)
H (0.8768, 1.2272, -2.2485)
C (-0.7329, -1.3750, 0.7452)
H (-3.9215, 4.4377, -3.7668)
F (7.7980, 4.4112, -5.6364)
C (6.0921, 2.4426, -3.1395)
F (-1.1544, -3.6118, 5.0156)
H (-2.4523, 6.0702, -6.5530)
C (-3.1050, 3.7797, -4.0428)
C (-2.9760, -5.5082, -3.4559)
C (2.7944, -9.5936, 4.0991)
H (-2.1698, 3.6876, -6.0315)
H (-2.6047, -1.9314, -0.2673)
H (-1.4154, 4.7917, -4.8898)
H (-5.0637, 6.1429, -7.2327)
H (3.5976, -7.6691, 4.6035)
H (1.1128, 4.2741, -0.6072)
C (5.9265, 3.3886, -2.1370)
S (-4.5458, 4.9709, -6.8352)
C (7.1840, 4.0757, -4.4884)
C (-4.7141, -5.9065, -1.3212)
C (0.2440, 0.6828, -2.9399)
C (0.5112, -9.9867, 4.7498)
H (-1.2238, 0.3909, -0.7699)
H (0.8609, 0.4629, -3.8115)
H (-0.8163, -3.4636, 1.3886)
H (-2.2966, -5.3584, -4.2844)
F (-0.6696, -8.2772, 5.8562)
H (0.6934, -2.9855, 3.4005)
C (-4.4603, 3.8916, -0.2482)
N (-0.6909, 2.7961, -1.5160)
C (1.5598, -7.8685, 5.2309)
H (-5.4347, 3.8524, 0.2214)
C (-2.3711, 4.4100, -5.2477)
C (3.4963, 5.6753, 0.2793)
H (0.6419, -3.8175, 9.8755)
H (-0.6711, -1.2215, -3.2395)
C (-1.2596, 3.8683, -0.9949)
N (-2.1999, 3.4969, -2.9369)
C (-0.6858, -3.6641, 6.2839)
H (0.5356, -1.2333, -1.9899)
C (-3.1327, 5.5702, -5.8688)
C (-0.6950, -2.4707, 1.8147)
H (-1.4569, 5.2437, 0.6492)
H (1.4274, -2.7249, 1.8023)
H (-1.1137, -0.4535, 1.1712)
H (-2.3938, -0.2934, -1.9227)
C (-2.5685, -5.2036, -2.1655)
H (0.6202, 5.9024, -0.2098)
C (-0.3658, -4.8901, 6.8282)
C (6.7206, 2.7856, -4.3278)
H (-1.1311, -2.5423, -1.0143)
C (-0.5411, -2.4902, 6.9940)
C (2.8920, 4.7764, 1.3877)
C (0.4695, -8.7126, 5.2774)
H (1.0935, 3.8602, 1.9717)
F (3.4106, 5.2232, 2.5612)
C (-3.4426, -5.4102, -1.1186)
O (3.3757, -0.4811, 1.4135)
N (2.7638, 1.0993, 0.0455)
H (-0.5045, 1.5205, -5.7801)
H (1.7300, -11.4190, 3.7279)
F (-5.1888, 6.0396, -0.9320)
C (-4.0723, 5.3311, -0.5285)
F (2.9052, 6.8775, 0.2235)
F (3.3604, 3.5332, 1.1857)
C (-0.8376, 4.4267, 0.3053)
H (-4.5716, -6.2405, -4.6882)
N (-2.1795, 4.3137, -1.8467)
C (-4.2521, -6.0051, -3.6818)
F (4.7917, 5.8824, 0.5338)
H (-1.5802, -4.8095, -1.9682)
C (2.7322, -8.3171, 4.6405)
H (-3.5645, 2.8478, -4.3508)
C (7.0342, 5.0307, -3.5023)
C (-1.4387, -0.4541, -1.4236)
S (-1.4965, 1.0966, -4.9625)
H (-3.7568, 3.4800, 0.4766)
H (-3.4195, 5.9413, -2.4824)
C (0.2675, -3.7738, 8.8616)
H (-0.7983, -1.5455, 6.5323)
C (0.6469, 4.8787, 0.1619)
C (-0.2780, -0.6416, -2.4023)
H (6.2662, 5.4219, -1.5433)
H (1.0462, 5.5859, 2.1653)
C (-1.2371, 2.5599, -2.6799)
H (6.8527, 2.0647, -5.1237)
H (-5.3723, -6.0596, -0.4764)
H (5.7314, 1.4320, -2.9973)
C (1.3841, 4.7990, 1.4989)

No. 3
Molecular formula: C46H56N5O3P4V
Method: DFT, ωB97M-V/def2-TZVPD

## Properties
E_HOMO (spin up / spin down) = -12.6 / -12.5 eV
Kohn-Sham gap (spin up / spin down) = 7.3 / 7.6 eV
multiplicity = 3
<S²> = 2.138
total energy = -4595.1668 hartree
charge = +2

Geometry (Å):
H (-2.0001, -1.4121, 1.1562)
C (2.7992, 0.1685, -3.2512)
C (-2.0601, 1.1594, -3.5637)
C (3.7319, -4.8380, -1.7779)
H (-1.3895, 0.9210, 3.4612)
H (1.6161, 1.9732, 3.7601)
C (-0.7856, 3.9858, -2.1313)
C (1.5584, 4.9310, -3.2956)
C (-2.2389, -2.0238, 2.0185)
C (4.5523, 1.6133, -4.8497)
C (2.5651, 1.5656, 3.4102)
H (2.7958, 2.4907, -5.7194)
H (3.5302, -1.5606, 2.4732)
H (4.5708, -0.7245, -2.4034)
C (2.4321, -2.3947, -2.0625)
C (3.1073, -2.6978, -0.8831)
C (-2.5313, -5.3920, -2.8220)
H (-2.8710, -6.4088, -2.9740)
C (-3.9731, 2.9430, 1.6818)
C (-0.8188, 5.0874, -2.9693)
H (-2.7804, -5.4656, -0.6921)
H (3.8555, -0.0544, 1.5837)
C (-3.7083, -0.5630, -3.1723)
N (-1.1759, -2.9995, 2.2919)
H (-3.9789, -1.5397, -2.7891)
C (0.7099, -0.6565, 5.6418)
O (0.1297, 0.1050, 1.8478)
P (0.9470, -0.4341, 2.9881)
C (-1.6437, 3.2075, 1.1363)
H (-0.0169, -5.9169, 1.0236)
H (-4.9792, 1.3042, 0.7297)
H (-1.7049, 3.6218, -1.6915)
C (-4.0401, 1.8292, 0.8547)
C (-2.7725, 3.6314, 1.8205)
H (-1.0463, 1.5283, -3.4673)
H (-0.6243, -4.5007, 3.6789)
C (3.1834, 1.7937, -4.9867)
H (-2.7565, 2.9155, -4.5723)
H (-2.3838, -1.3582, 2.8718)
C (3.0461, -4.5479, -2.9521)
C (-2.4783, -4.8634, -1.5412)
H (-1.9816, -3.1571, -0.3443)
H (-4.8569, 3.2810, 2.2084)
H (-2.9676, 0.5388, -0.4783)
H (0.8622, 0.2180, 6.2770)
H (2.4733, 5.2987, -3.7429)
C (-4.6716, 0.2295, -3.7817)
N (0.2705, -0.8854, -3.1954)
H (2.5375, 3.3345, -2.2532)
C (-2.9073, 1.3945, 0.1834)
H (-1.2650, -3.0174, 4.4125)
C (5.0486, 0.7170, -3.9105)
C (4.1767, -0.0082, -3.1136)
C (1.8545, -4.8451, 2.7785)
C (2.3046, 1.0818, -4.1822)
C (3.6472, -0.4856, 2.5682)
H (-1.7615, 5.5832, -3.1659)
C (-2.3967, -0.1004, -3.0682)
H (0.3195, 6.4285, -4.2036)
H (0.3137, -1.2441, -4.1436)
H (3.0211, -5.2714, -3.7577)
H (5.2359, 2.1676, -5.4807)
H (-1.9005, 0.0353, 4.9108)
H (1.2185, -5.5299, 3.3439)
C (-4.3288, 1.4767, -4.2876)
H (1.8868, -3.1035, -4.0247)
C (1.5925, 3.8277, -2.4555)
N (1.1477, -4.2411, 1.6424)
P (0.3291, -2.8473, 1.6987)
C (-1.7340, -3.3103, -3.7211)
C (3.7661, -3.9129, -0.7430)
C (0.7084, -5.2059, 0.6189)
H (-3.1730, -2.5518, 1.8242)
H (6.1164, 0.5732, -3.8092)
C (-1.6974, 2.0802, 0.3122)
H (1.6725, -1.1397, 5.4892)
H (-0.8749, 1.4673, 5.0677)
P (1.6501, -0.7670, -2.2173)
H (2.8392, 2.0860, 2.4902)
H (1.5512, 1.7580, -0.9272)
H (1.2376, 1.2329, -4.2851)
V (0.1841, -0.2568, -0.3336)
C (0.4259, 3.3424, -1.8635)
C (-1.3562, -3.7051, 3.5666)
H (-2.3470, -4.1560, 3.5874)
H (1.5819, -5.7532, 0.2665)
C (-1.6638, -2.7761, -2.4324)
H (2.2445, -4.0818, 3.4462)
C (-0.4553, 1.5729, -0.2700)
C (0.3509, 5.5630, -3.5535)
H (4.5071, -0.2902, 3.2080)
H (-5.0808, 2.0874, -4.7712)
H (-5.6884, -0.1320, -3.8704)
H (-1.4858, -2.7028, -4.5858)
H (2.6938, -5.4197, 2.3862)
C (-3.0239, 1.9421, -4.1786)
H (-0.7076, 3.7458, 1.2320)
O (0.2866, -2.1643, 0.3555)
P (-1.1237, -1.0609, -2.2244)
N (2.4614, 0.1150, 3.1784)
O (1.2283, -2.0106, 2.7480)
H (3.3212, 1.7666, 4.1682)
H (4.2441, -5.7869, -1.6740)
C (0.5357, 2.1610, -0.9779)
H (0.2681, -4.6901, -0.2343)
C (-1.0813, 0.5903, 4.4501)
H (4.3033, -4.1372, 0.1709)
C (-2.0381, -3.5591, -1.3461)
C (-2.1567, -4.6144, -3.9142)
C (2.4047, -3.3265, -3.0979)
N (0.1162, -0.2560, 4.3616)
H (-2.7200, 4.5078, 2.4549)
H (-2.2078, -5.0239, -4.9154)
H (3.1165, -1.9822, -0.0667)
H (0.0494, -1.3518, 6.1614)

No. 4
Molecular formula: C46H57ClN4NaO2Sb
Method: DFT, ωB97M-V/def2-TZVPD

## Properties
E_HOMO = -1.0 eV
Kohn-Sham gap = 4.9 eV
multiplicity = 1
total energy = -3019.4166 hartree
charge = -2

Geometry (Å):
C (-5.7959, 2.4032, 1.1028)
H (-1.4760, 0.2460, 5.8256)
C (5.0084, 1.8680, 1.2717)
Na (0.1927, -0.0724, 0.1270)
C (1.8543, -1.9396, -1.9706)
O (2.2051, -0.3916, 1.8328)
C (0.4008, 2.1340, -2.2121)
C (0.1347, 3.5688, -2.3429)
C (-2.9339, 5.2556, -2.0898)
C (2.8622, -0.5721, -3.4613)
H (-2.8457, -2.7652, 2.2885)
C (-3.7182, 1.1118, 1.7170)
C (0.9664, 4.5396, -3.1219)
H (-5.3984, 2.6147, 0.1088)
H (1.9701, 5.4248, -1.4153)
C (-4.6558, 2.2121, 2.1050)
H (-1.8171, 5.2698, -0.2443)
N (-2.0334, 0.0259, 0.5877)
H (3.0925, 3.3558, 0.6100)
C (3.3557, 0.0799, 1.7841)
C (-1.6214, 5.1386, -1.3132)
H (2.0408, 2.0338, -3.5479)
C (2.2297, 4.9508, -2.3643)
C (-3.0323, -5.7140, 1.2000)
Cl (7.7080, 1.6414, 1.5851)
H (2.6485, -0.9183, -6.2212)
H (2.8345, 4.0745, -2.1254)
H (4.6020, -0.5153, -4.6946)
H (-0.9559, 5.9603, -1.5971)
H (3.4985, 0.5686, -6.6781)
C (-1.7445, -5.2695, 1.8962)
H (2.1232, -4.3329, -3.9931)
H (-2.8064, -6.2166, 0.2573)
C (3.0244, -3.9220, -4.4508)
H (1.9766, 0.6426, -5.7725)
H (-3.6539, -4.8490, 0.9630)
H (-5.0742, 2.0089, 3.0966)
H (-3.4396, 6.2062, -1.8949)
C (-3.7009, -0.1797, 2.1595)
C (1.4462, 1.4514, -2.8491)
H (-6.3553, -0.9652, 1.8580)
H (1.8325, 0.6538, 5.0321)
H (1.2920, 2.3270, 5.3627)
H (0.4838, -5.8261, -2.1642)
C (2.8865, -1.8540, -3.0099)
N (1.2590, -0.7420, -1.8162)
H (4.0878, -3.5650, -2.6129)
H (-2.8612, 3.2776, 0.2982)
H (3.9614, 1.0577, -4.2818)
Sb (-0.3552, 1.2168, 3.5081)
C (3.6789, 1.4201, 1.3271)
C (6.0448, 1.0682, 1.6614)
H (-4.1032, 3.1520, 2.2020)
H (-5.0497, -0.0676, 3.8066)
H (-5.3252, -2.3888, 1.8234)
H (-6.3950, 1.4934, 1.0260)
C (-0.9469, -4.3040, 1.0768)
H (1.2493, 4.0985, -4.0834)
C (1.4685, 1.5790, 4.5859)
H (0.5765, -6.5746, 0.8072)
C (0.2966, -6.5038, -1.3298)
C (-5.7410, -1.6211, 2.4783)
H (2.1081, -3.9838, -1.5052)
H (1.8573, -5.7508, -0.0512)
C (-2.6505, 1.2139, 0.7250)
H (4.3050, -1.7040, 2.5579)
H (-0.4318, 3.8865, 4.0465)
C (2.6658, 2.3760, 0.9345)
C (-2.2542, -2.1850, 1.5847)
H (2.2261, 1.9360, 3.8894)
C (5.7872, -0.2310, 2.1364)
C (4.5101, -0.7011, 2.2022)
H (2.7140, -3.3802, -5.3469)
H (3.6643, -4.7545, -4.7580)
H (4.6480, -2.5941, -3.9543)
H (-1.7971, 3.4432, 2.9846)
H (-1.3687, 2.0223, 5.9302)
H (0.3754, 5.4298, -3.3617)
C (2.9096, 0.0892, -5.8904)
H (-6.3891, -2.1089, 3.2124)
H (-1.9983, -4.8144, 2.8589)
C (3.6685, 0.0412, -4.5627)
N (-0.3390, -2.3158, 0.0898)
C (0.1173, -4.5626, 0.2676)
H (-1.1354, -6.1488, 2.1304)
C (0.7708, -5.8785, -0.0155)
C (1.8169, 0.1111, -2.6915)
H (-2.7480, 5.1777, -3.1633)
H (-3.6161, -6.3980, 1.8233)
H (0.8041, -7.4512, -1.5348)
C (-1.6112, 1.1794, 5.2779)
C (-0.9318, 3.8296, -1.5418)
H (-0.1784, 3.6307, 2.2877)
C (3.7447, -2.9877, -3.4770)
C (0.4820, -3.2849, -0.3452)
C (-4.6170, -0.8288, 3.1493)
H (5.2014, 2.8744, 0.9129)
N (-0.4782, 1.5772, -1.3630)
H (-3.6114, 4.4438, -1.8209)
O (1.4555, 2.2332, 0.9346)
C (-1.2932, 2.5533, -0.9185)
H (2.8422, 5.6476, -2.9446)
C (1.5154, -3.1020, -1.2759)
H (6.6177, -0.8557, 2.4469)
H (-4.0455, -1.4974, 3.8004)
C (-2.2984, 2.3854, 0.0365)
C (-0.7305, 3.3089, 3.1683)
C (-2.6297, -0.8450, 1.4251)
C (-1.2226, -2.8731, 0.9392)
H (-2.6538, 1.2489, 4.9629)
H (-6.4547, 3.2270, 1.3930)
H (-0.7790, -6.6897, -1.2995)

- Number 2 is which compound?
  C46H55F10N6OS3

- Among the records above, which one has the lowest charge?
  C46H57ClN4NaO2Sb

- charge of number 1 (C46H55AsNO2RuSbSe4)?
  +1

- Which of these has the highest charge?
  C46H56N5O3P4V